Entry 1:
Below is 4 unconnected molecules or ions with the total composition C28H61I2N3O8P, with properties calculated with the ωB97M-V functional and the def2-TZVPD basis.

```
! wB97M-V def2-TZVPD RIJCOSX def2/J DEFGRID3
* xyz 1 1
C -0.13 0.21 5.03
C -1.53 0.15 4.38
C -1.71 1.13 3.24
O -1.13 0.56 2.06
C -0.85 1.43 1.00
C -1.93 2.40 0.54
C -2.12 3.74 1.28
C -1.01 4.76 1.01
O -3.38 4.25 0.84
N 0.41 2.09 1.44
C 1.22 0.95 1.40
N 2.05 0.62 2.34
N 1.05 0.17 0.29
C 2.15 0.63 -0.65
C 3.40 -0.26 -0.61
C 4.64 0.31 0.10
P 5.43 1.77 -0.64
O 6.74 1.50 -1.21
O 4.32 2.27 -1.67
C 4.61 3.48 -2.43
C 3.34 4.33 -2.54
O 5.52 2.93 0.46
C 4.50 3.19 1.42
C 4.46 4.66 1.75
C -0.37 0.45 -0.14
C -1.23 -0.78 -0.41
I -3.11 -1.03 0.55
C -0.97 -1.74 -1.30
C -1.81 -2.97 -1.58
I 0.74 -1.66 -2.52
H 0.40 1.10 4.69
H -0.19 0.24 6.11
H 0.47 -0.66 4.76
H -2.31 0.34 5.11
H -1.69 -0.84 3.96
H -1.26 2.09 3.47
H -2.78 1.31 3.06
H -1.72 2.65 -0.50
H -2.89 1.88 0.55
H -2.23 3.61 2.35
H -0.25 4.73 1.80
H -1.41 5.77 1.02
H -0.49 4.57 0.06
H -3.24 4.88 0.13
H 0.73 2.82 0.81
H 2.30 -0.36 2.44
H 2.45 1.31 2.95
H 2.42 1.67 -0.45
H 1.72 0.61 -1.64
H 3.70 -0.47 -1.64
H 3.12 -1.21 -0.16
H 5.44 -0.43 0.04
H 4.46 0.48 1.17
H 5.41 4.04 -1.95
H 4.97 3.17 -3.40
H 2.93 4.31 -3.55
H 2.58 3.97 -1.85
H 3.56 5.37 -2.31
H 3.52 2.87 1.04
H 4.71 2.61 2.32
H 3.65 4.85 2.47
H 5.39 4.99 2.21
H 4.25 5.26 0.86
H -0.31 0.99 -1.09
H -1.36 -3.61 -2.33
H -2.78 -2.63 -1.96
H -1.96 -3.53 -0.67
C 0.24 -4.47 -6.80
C -0.65 -5.05 -5.72
C -1.99 -5.49 -6.26
O -0.84 -4.10 -4.66
H -0.24 -3.59 -7.24
H 1.20 -4.16 -6.39
H 0.42 -5.19 -7.60
H -0.14 -5.90 -5.26
H -2.53 -4.64 -6.68
H -2.61 -5.90 -5.46
H -1.88 -6.25 -7.04
H -1.29 -3.34 -5.04
C 0.16 -7.39 -1.57
C -1.20 -7.77 -2.13
C -1.08 -8.79 -3.25
O -1.90 -6.61 -2.58
H 0.77 -6.94 -2.36
H 0.05 -6.66 -0.77
H 0.69 -8.26 -1.18
H -1.82 -8.18 -1.33
H -0.49 -8.37 -4.07
H -2.06 -9.06 -3.63
H -0.58 -9.70 -2.91
H -1.37 -6.22 -3.30
C -5.14 3.67 3.78
C -4.30 3.21 4.96
C -4.86 3.66 6.29
O -2.94 3.67 4.81
H -5.18 4.77 3.74
H -4.71 3.33 2.84
H -6.16 3.30 3.85
H -4.23 2.12 4.94
H -4.90 4.76 6.33
H -4.24 3.31 7.11
H -5.87 3.29 6.43
H -2.97 4.64 4.83
*
```

The HOMO-LUMO gap comes out at 7.79 eV.

Entry 2:
Below is a molecular structure, C51H45BrCrN3O2P2S2Si, with properties calculated with the ωB97M-V functional and the def2-TZVPD basis.

```
! wB97M-V def2-TZVPD RIJCOSX def2/J DEFGRID3
* xyz -2 4
Cr -0.36 0.18 0.54
S 1.03 0.31 -1.82
P -0.81 -0.25 -2.38
C -1.54 -1.08 -1.15
P -1.14 -2.62 -0.65
S 0.46 -2.71 0.54
C -2.57 -3.39 0.26
C -2.33 -4.40 1.19
C -3.35 -5.02 1.90
C -4.67 -4.58 1.74
C -4.91 -3.52 0.88
C -3.88 -2.95 0.12
C -1.10 -3.77 -2.07
C 0.01 -4.54 -2.34
C 0.12 -5.28 -3.52
C -0.94 -5.32 -4.40
C -2.09 -4.56 -4.12
C -2.16 -3.78 -2.96
C -1.74 1.33 -2.66
C -1.01 2.47 -2.99
C -1.65 3.71 -3.06
C -3.02 3.84 -2.79
C -3.73 2.69 -2.44
C -3.11 1.45 -2.40
C -0.74 -0.88 -4.08
C 0.29 -1.74 -4.48
C 0.31 -2.27 -5.75
C -0.71 -1.96 -6.66
C -1.72 -1.09 -6.26
C -1.71 -0.54 -5.01
H -1.32 -4.68 1.38
H -3.14 -5.78 2.65
H -5.47 -4.94 2.38
H -5.88 -3.04 0.86
H -4.06 -2.11 -0.56
H 0.88 -4.48 -1.67
H 1.04 -5.78 -3.72
H -0.86 -5.86 -5.34
H -2.89 -4.52 -4.85
H -3.02 -3.12 -2.77
H 0.07 2.36 -3.09
H -1.07 4.61 -3.24
H -3.51 4.83 -2.80
H -4.79 2.73 -2.20
H -3.65 0.58 -2.02
H 1.07 -2.00 -3.76
H 1.12 -2.93 -6.08
H -0.72 -2.40 -7.64
H -2.53 -0.85 -6.93
H -2.50 0.15 -4.74
Br -6.20 -1.09 3.87
C -4.58 -0.74 2.94
C -3.46 -1.46 3.29
C -2.27 -1.29 2.59
C -2.19 -0.44 1.49
C -3.36 0.27 1.16
C -4.55 0.16 1.89
H -3.52 -2.09 4.19
H -1.38 -1.76 2.98
H -3.35 1.02 0.41
H -5.40 0.80 1.72
N 0.70 0.00 3.58
C -0.36 0.87 3.55
O -0.78 1.28 2.44
C -0.97 1.24 4.78
C -0.51 0.63 5.96
N -0.09 0.04 6.87
C -2.13 2.04 4.77
N -3.05 2.75 4.72
H 1.26 -0.12 2.74
H 1.14 -0.17 4.47
C 1.56 4.61 1.24
C 2.39 3.72 2.18
C 3.70 4.45 2.47
C 1.63 3.47 3.46
Si 2.62 2.03 1.23
O 1.30 1.25 0.87
C 3.63 0.76 2.24
C 3.56 -0.56 1.76
C 4.25 -1.61 2.38
C 4.99 -1.35 3.54
C 5.10 -0.04 4.00
C 4.43 1.00 3.37
C 3.78 2.49 -0.25
C 5.16 2.40 -0.08
C 6.03 2.80 -1.08
C 5.53 3.30 -2.28
C 4.15 3.36 -2.47
C 3.26 2.97 -1.45
H 1.35 5.57 1.71
H 0.61 4.17 0.95
H 2.11 4.80 0.33
H 3.43 5.43 2.85
H 4.27 4.59 1.54
H 4.33 3.95 3.20
H 1.48 4.37 4.05
H 2.13 2.75 4.10
H 0.64 3.06 3.23
H 3.00 -0.77 0.85
H 4.11 -2.63 2.06
H 5.51 -2.18 4.03
H 5.67 0.20 4.86
H 4.46 1.99 3.81
H 5.57 1.97 0.82
H 7.11 2.79 -0.88
H 6.19 3.66 -3.05
H 3.78 3.77 -3.40
H 2.19 3.00 -1.63
*
```

The HOMO-LUMO gap (spin up / spin down) comes out at 6.43 / 6.60 eV.

Entry 3:
Below is a molecular structure, C14H15NPbS, with properties calculated with the ωB97M-V functional and the def2-TZVPD basis.

```
! wB97M-V def2-TZVPD RIJCOSX def2/J DEFGRID3
* xyz 0 1
C 0.22 -1.32 -2.96
C -1.11 -1.49 -2.49
C -1.04 -2.18 -1.23
C 0.34 -2.39 -0.92
C 1.12 -1.87 -2.00
Pb -0.17 0.51 -0.29
C -0.82 2.30 -2.07
C 0.59 2.28 -2.45
C 0.98 2.78 -3.68
N 1.42 1.69 -1.55
H -1.89 -2.55 -0.66
H -2.02 -1.25 -3.04
H 0.73 -2.94 -0.07
H 2.20 -1.97 -2.12
H 0.50 -0.93 -3.94
H -1.53 1.88 -2.77
H 2.42 1.61 -1.79
H -1.18 3.07 -1.41
H 0.19 3.12 -4.36
H 2.02 2.79 -3.96
S 1.96 0.16 1.57
C 0.78 -0.06 2.77
C 0.77 -1.20 3.63
C -0.22 -1.33 4.60
C -1.27 -0.42 4.66
C -1.37 0.61 3.72
C -0.32 0.84 2.84
H 1.53 -1.96 3.48
H -0.17 -2.17 5.29
H -2.05 -0.52 5.43
H -2.25 1.24 3.66
H -0.38 1.67 2.12
*
```

The HOMO-LUMO gap (spin up / spin down) comes out at 4.17 / 4.35 eV.

Entry 4:
Below is a molecular structure, C29H35FeN8O3S, with properties calculated with the ωB97M-V functional and the def2-TZVPD basis.

```
! wB97M-V def2-TZVPD RIJCOSX def2/J DEFGRID3
* xyz 2 2
Fe -0.44 0.62 0.84
C -3.00 -2.46 2.16
C -3.70 -1.84 3.19
C -3.45 -0.51 3.48
C -2.51 0.18 2.74
N -1.83 -0.44 1.75
C -2.07 -1.72 1.46
C -2.12 1.58 2.87
C -2.68 2.50 3.76
C -2.21 3.81 3.77
C -1.18 4.18 2.91
C -0.62 3.27 2.03
C -1.11 1.97 2.00
H -3.18 -3.49 1.89
H -4.43 -2.40 3.76
H -3.99 -0.01 4.28
H -1.50 -2.14 0.65
H -3.47 2.21 4.43
H -2.64 4.53 4.44
H -0.81 5.20 2.93
H 0.19 3.57 1.37
C 3.13 1.39 3.46
N 2.29 0.26 3.88
C 2.52 -0.42 5.03
C 1.73 -1.43 5.43
C 0.63 -1.75 4.57
N 0.41 -1.10 3.43
C 1.23 -0.11 3.09
O 1.10 0.56 2.01
N -0.22 -2.73 4.89
H 3.86 1.58 4.24
H 2.51 2.27 3.31
H 3.64 1.16 2.53
H 3.38 -0.09 5.61
H 1.92 -1.97 6.34
H -0.11 -3.27 5.73
H -0.98 -2.94 4.27
C 3.85 -2.43 -2.91
C 4.09 -1.25 -1.97
C 2.86 -0.87 -1.15
N 1.77 -0.45 -2.04
C 1.05 0.65 -1.95
S 1.15 1.75 -0.63
N 0.13 0.93 -2.91
C -0.28 0.17 -4.03
O -1.47 0.04 -4.21
C 0.76 -0.39 -4.92
C 1.99 0.26 -5.10
C 2.91 -0.25 -5.99
C 2.63 -1.43 -6.69
C 1.41 -2.07 -6.51
C 0.47 -1.55 -5.64
H 4.78 -2.76 -3.36
H 3.18 -2.17 -3.74
H 3.42 -3.28 -2.38
H 4.42 -0.38 -2.53
H 4.89 -1.50 -1.27
H 3.06 -0.06 -0.47
H 2.51 -1.73 -0.57
H 1.64 -1.02 -2.86
H -0.55 1.61 -2.60
H 2.19 1.19 -4.58
H 3.85 0.26 -6.16
H 3.36 -1.83 -7.38
H 1.19 -2.98 -7.06
H -0.49 -2.03 -5.50
C -4.60 1.13 -2.66
N -3.28 0.76 -2.18
C -2.81 1.06 -0.97
N -3.58 1.76 -0.11
O -1.62 0.72 -0.67
H -4.66 0.86 -3.71
H -4.77 2.20 -2.59
H -5.39 0.60 -2.13
H -2.66 0.25 -2.80
H -4.50 2.07 -0.37
H -3.16 2.11 0.73
*
```

The HOMO-LUMO gap (spin up / spin down) comes out at 8.39 / 8.67 eV.

Entry 5:
Below is 2 unconnected molecules or ions with the total composition C4H2Cl2, with properties calculated with the ωB97M-V functional and the def2-TZVPD basis.

```
! wB97M-V def2-TZVPD RIJCOSX def2/J DEFGRID3
* xyz 0 1
C 2.74 -0.76 -0.08
C 1.55 -0.81 0.06
C -1.36 0.98 0.05
C -1.22 -0.30 -0.01
Cl -2.95 1.75 0.11
Cl -1.99 -1.73 -0.05
H 3.79 -0.81 -0.15
H -0.55 1.69 0.08
*
```

The HOMO-LUMO gap comes out at 6.89 eV.

Entry 6:
Below is a molecular structure, C19H24ClIN3O4RuS6, with properties calculated with the ωB97M-V functional and the def2-TZVPD basis.

```
! wB97M-V def2-TZVPD RIJCOSX def2/J DEFGRID3
* xyz 0 2
Ru -0.49 -0.50 0.92
C -0.82 1.36 -2.95
C -2.07 0.95 -2.17
S -2.13 1.18 -0.37
C -1.71 2.95 -0.28
C -0.56 3.29 0.66
S 0.93 2.30 0.42
C 1.46 2.95 -1.19
C 1.87 1.89 -2.20
S 0.72 0.52 -2.47
H -0.65 2.43 -2.90
H -1.02 1.14 -4.00
H -2.29 -0.11 -2.31
H -2.92 1.50 -2.58
H -2.61 3.48 0.05
H -1.49 3.29 -1.29
H -0.84 3.12 1.70
H -0.31 4.35 0.56
H 2.32 3.61 -1.02
H 0.67 3.58 -1.58
H 2.78 1.39 -1.88
H 2.10 2.38 -3.15
Cl 4.12 -4.69 -2.05
C 3.32 -3.52 -1.05
C 4.01 -2.93 -0.02
C 3.37 -2.00 0.80
I 4.38 -1.08 2.38
C 2.05 -1.65 0.61
O 1.43 -0.78 1.39
C 1.34 -2.26 -0.46
N 0.04 -1.87 -0.62
C -0.66 -2.42 -1.58
C -0.12 -3.37 -2.47
C 1.18 -3.75 -2.34
C 1.96 -3.20 -1.30
H 5.04 -3.20 0.15
H -1.70 -2.13 -1.63
H -0.76 -3.78 -3.24
H 1.61 -4.49 -3.00
S -0.95 0.87 2.84
C -0.32 -0.02 4.18
N 0.86 -0.61 4.15
C 1.36 -1.44 5.23
C 0.83 -0.91 6.56
C -0.68 -0.82 6.48
N -1.06 -0.07 5.29
H 1.37 -0.57 3.28
H 2.45 -1.41 5.20
H 1.06 -2.48 5.08
H 1.26 0.07 6.75
H 1.12 -1.57 7.37
H -1.09 -0.31 7.35
H -1.12 -1.82 6.44
H -1.99 0.31 5.21
O -3.77 -3.15 1.73
S -3.06 -1.91 1.61
O -2.67 -1.53 0.21
O -3.59 -0.79 2.35
S -1.08 -2.32 2.26
*
```

The HOMO-LUMO gap (spin up / spin down) comes out at 7.38 / 7.01 eV.

Entry 7:
Below is 2 unconnected molecules or ions with the total composition C27H21F2, with properties calculated with the ωB97M-V functional and the def2-TZVPD basis.

```
! wB97M-V def2-TZVPD RIJCOSX def2/J DEFGRID3
* xyz 1 1
F -2.35 4.93 -1.21
C -1.30 4.35 -0.55
C -0.11 5.07 -0.41
C 0.99 4.41 0.10
C 0.97 3.01 0.42
C 2.21 2.41 0.82
C 2.45 1.26 1.64
C 3.73 1.18 2.27
C 4.15 0.06 2.98
C 3.25 -1.00 3.09
F 3.70 -2.19 3.59
C 1.94 -0.94 2.61
C 1.54 0.20 1.92
C -0.30 2.37 0.36
C -1.42 3.03 -0.13
H -0.06 6.11 -0.72
H 1.91 4.97 0.29
H 3.07 3.09 0.74
H 4.39 2.05 2.23
H 5.14 -0.02 3.39
H 1.27 -1.78 2.73
H 0.50 0.28 1.62
H -0.42 1.35 0.71
H -2.37 2.51 -0.23
C 2.51 0.60 -2.13
C 2.79 -0.86 -1.87
C 2.36 -1.85 -2.77
C 1.66 -1.48 -4.05
H 0.96 -2.27 -4.32
C 0.91 -0.17 -3.95
C 1.34 0.83 -3.06
C 0.70 2.08 -3.10
C -0.46 2.27 -3.85
C -0.91 1.26 -4.70
C -0.21 0.06 -4.77
C 2.60 -3.21 -2.47
C 3.25 -3.58 -1.30
C 3.73 -2.59 -0.43
C 3.57 -1.25 -0.77
H 2.38 1.17 -1.16
H 3.40 1.07 -2.56
H 2.38 -1.44 -4.88
H 1.12 2.91 -2.52
H -1.02 3.21 -3.76
H -1.81 1.39 -5.30
H -0.53 -0.74 -5.43
H 2.23 -3.96 -3.17
H 3.38 -4.64 -1.07
H 4.22 -2.87 0.50
H 4.05 -0.47 -0.16
*
```

The HOMO-LUMO gap comes out at 5.06 eV.